Formula: C6H16NO3S
Source: the OMol25 dataset
Level of theory: the ωB97M-V functional and the def2-TZVPD basis

Largest force on an atom: 5.58 eV/A
Multiplicity: 1
LUMO level: -7.70 eV
ΔE to the lowest compared entry with this formula, charge and spin: 108.77 kcal per mole
Gap between HOMO and LUMO: 4.77 eV
Total charge: +1

Each line ends with the natural charge from an NBO analysis.
Positions of all 27 atoms, in Å:
C1 -3.8751 -1.8333 0.4123  -0.6411
C2 1.6870 1.4729 -1.1378  -0.4184
C3 3.0131 -0.4767 -0.6246  -0.3823
C4 2.8045 1.2851 1.0261  -0.3996
C5 -2.4252 -1.5866 0.1722  -0.4546
C6 -1.9088 -0.3083 0.8575  -0.6437
N1 2.1135 0.5890 -0.0446  0.0695
O1 -1.5267 0.5169 -1.6861  -0.6823
O2 -1.9009 2.3131 -0.0136  -0.6583
O3 0.9908 -0.0005 0.4794  -0.8235
S1 -2.0587 0.9204 -0.4218  2.1085
H1 -4.2026 -1.7414 1.3924  0.2234
H2 -4.4802 -1.1967 -0.2438  0.2075
H3 -4.3355 -2.6876 -0.0601  0.2610
H4 2.5867 1.5973 -1.7289  0.2127
H5 0.8548 0.8365 -1.6296  0.2329
H6 1.3655 2.4559 -0.8662  0.2256
H7 2.5237 -0.9786 -1.3583  0.2260
H8 3.8569 0.1307 -1.0569  0.1930
H9 3.5223 -0.9044 0.1825  0.2290
H10 2.1816 2.0732 1.3532  0.2235
H11 2.9065 0.5623 1.8444  0.2369
H12 3.7319 1.5551 0.5824  0.2047
H13 -2.2014 -1.6024 -0.9497  0.2562
H14 -1.9400 -2.5531 0.6526  0.2744
H15 -2.4975 -0.0737 1.7777  0.3019
H16 -0.7861 -0.3651 1.0891  0.4171